Record 1
DFT (wB97M-V/def2-TZVPD) results for one molecule with the formula C21H25ClN2O4S at a distorted geometry.

Computed properties:
Frontier orbital gap, Ha: 0.32108
Relative energy (zero: lowest compared OMol25 entry of this formula, charge and spin), kcal/mol: 2.13
Lowest unoccupied orbital energy, eV: 0.39

Each line ends with the natural charge from an NBO analysis.
Cartesian coordinates (Å):
1 C -4.249934 -1.555661 2.733722  -0.627
2 C -3.519209 -0.636613 1.803638  -0.044
3 C -2.964000 0.546995 2.265031  -0.173
4 C -2.285243 1.414446 1.429795  -0.284
5 C -2.138486 1.115043 0.078706  0.225
6 C -2.704108 -0.071583 -0.391048  -0.281
7 C -3.386714 -0.939734 0.447109  0.020
8 C -3.976830 -2.197639 -0.113994  -0.633
9 H -3.569941 -3.071984 0.393025  0.217
10 H -3.767325 -2.283645 -1.176910  0.219
11 H -5.056910 -2.207989 0.028289  0.220
12 H -2.622912 -0.341930 -1.431411  0.217
13 N -1.445829 1.969928 -0.794013  -0.700
14 S -0.545923 3.313859 -0.320552  2.340
15 O -0.301655 4.083052 -1.503633  -0.933
16 O -1.154490 3.973643 0.792146  -0.920
17 C 1.022960 2.616877 0.205742  -0.369
18 C 2.066436 2.603194 -0.700972  -0.123
19 C 3.296990 2.096428 -0.323276  -0.255
20 C 3.456279 1.603020 0.964012  -0.006
21 C 2.411907 1.622540 1.877305  -0.212
22 C 1.186634 2.134844 1.491101  -0.175
23 H 0.362414 2.173710 2.184155  0.241
24 H 2.558033 1.242395 2.875756  0.232
25 Cl 4.980927 0.966682 1.438582  0.021
26 H 4.126266 2.088097 -1.013553  0.235
27 H 1.904992 3.007352 -1.687603  0.241
28 C -1.396309 1.660203 -2.201336  -0.335
29 H -0.929782 2.516959 -2.693132  0.280
30 C -0.604316 0.412029 -2.596293  0.665
31 O -0.664195 -0.037489 -3.721776  -0.632
32 N 0.154925 -0.129397 -1.625478  -0.623
33 H 0.159858 0.254064 -0.693075  0.416
34 C 0.944317 -1.320544 -1.820284  -0.239
35 H 0.444326 -2.178199 -1.353088  0.191
36 C 2.323923 -1.134639 -1.185408  0.093
37 C 3.235657 -2.360181 -1.355892  -0.430
38 H 3.957093 -2.220744 -2.156585  0.224
39 C 3.888962 -2.494520 0.018780  -0.429
40 H 4.184511 -3.513502 0.254554  0.218
41 C 2.775122 -1.979988 0.925712  -0.063
42 H 3.130819 -1.586156 1.878540  0.193
43 H 2.034364 -2.769426 1.118412  0.163
44 O 2.175768 -0.912048 0.215674  -0.555
45 H 4.758120 -1.841060 0.094037  0.210
46 H 2.632952 -3.242041 -1.577016  0.205
47 H 2.783860 -0.229344 -1.603438  0.183
48 H 1.024846 -1.492171 -2.895870  0.238
49 H -2.406705 1.566144 -2.615192  0.233
50 H -1.908038 2.341230 1.821727  0.243
51 H -3.067545 0.807870 3.308550  0.208
52 H -5.281958 -1.688037 2.410350  0.217
53 H -4.253569 -1.154971 3.743962  0.217
54 H -3.781319 -2.539372 2.752438  0.215

Forces on atoms 1 to 3 (eV/Å):
0.03 0.02 -0.08
0.04 0.08 0.00
0.01 -0.13 -0.13

Record 2
DFT (wB97M-V/def2-TZVPD) results for C19H33GaN3 as an isolated structure.

Computed properties:
Frontier orbital gap, Ha: 0.21908
Total charge: -1
Lowest unoccupied orbital energy, eV: 1.71

Each line ends with the natural charge from an NBO analysis.
Cartesian coordinates (Å):
1 C 2.392840 4.682533 0.757706  -0.614
2 C 3.315777 5.023325 1.932444  -0.383
3 C 2.850886 4.439939 3.266308  -0.388
4 C 1.411061 4.829138 3.676767  -0.414
5 C 0.589889 3.594283 4.042214  -0.388
6 C -0.915377 3.827659 4.199235  -0.858
7 Ga -1.843990 4.646232 2.538144  0.798
8 C -1.226899 3.466570 0.956225  -0.122
9 C -1.230221 2.071986 1.113621  -0.281
10 C -0.784693 1.254584 0.082227  -0.196
11 C -0.339971 1.847019 -1.095096  -0.310
12 C -0.388480 3.232614 -1.169540  0.028
13 N -0.811200 4.045824 -0.195363  -0.464
14 H 2.224065 3.612648 0.651527  0.202
15 H 2.842705 5.049077 -0.166852  0.192
16 H 1.452978 5.216222 0.863742  0.233
17 H 4.315845 4.652997 1.692285  0.178
18 H 3.369291 6.112905 1.998525  0.183
19 H 2.958470 3.354171 3.206059  0.184
20 H 3.559981 4.776316 4.027197  0.183
21 H 1.512262 5.474890 4.551498  0.184
22 H 0.936405 5.424529 2.901872  0.226
23 H 0.989227 3.228115 5.000189  0.164
24 H 0.800702 2.809854 3.312351  0.185
25 H -1.369847 2.834094 4.294914  0.185
26 H -1.152413 4.395336 5.100548  0.190
27 H -1.277931 6.139139 2.324209  -0.334
28 H -3.446170 4.589902 2.706694  -0.326
29 H -1.554050 1.619021 2.041004  0.202
30 H -0.781391 0.173741 0.190376  0.183
31 H 0.044871 1.275802 -1.925434  0.206
32 H -0.031875 3.704883 -2.081908  0.171
33 C -1.575062 -3.250440 -4.043273  -0.609
34 C -0.224113 -3.229744 -3.342315  -0.377
35 C 0.054116 -1.910515 -2.613133  -0.514
36 C 0.065823 -0.780200 -3.542473  0.296
37 N 0.076361 0.096756 -4.278607  -0.339
38 H -1.625908 -2.485560 -4.822015  0.209
39 H -1.743689 -4.213829 -4.519809  0.209
40 H -2.384303 -3.078603 -3.339327  0.223
41 H 0.567477 -3.413810 -4.073045  0.198
42 H -0.185968 -4.042863 -2.615609  0.207
43 H 1.022345 -1.949926 -2.112822  0.247
44 H -0.709718 -1.725752 -1.855801  0.252
45 C 0.332095 -7.499405 -1.179546  -0.613
46 C -0.979089 -8.276921 -1.175216  -0.378
47 C -1.886800 -7.918976 -2.357745  -0.508
48 C -2.245709 -6.499875 -2.332122  0.293
49 N -2.517006 -5.387863 -2.295559  -0.338
50 H 0.158622 -6.426626 -1.084902  0.218
51 H 0.959563 -7.803785 -0.342174  0.218
52 H 0.890694 -7.675236 -2.101028  0.203
53 H -1.509074 -8.087204 -0.240273  0.211
54 H -0.766366 -9.346911 -1.211047  0.206
55 H -2.805029 -8.505940 -2.325763  0.249
56 H -1.384165 -8.132573 -3.302583  0.241

Forces on atoms 1 to 3 (eV/Å):
0.37 0.53 0.11
-0.31 -0.21 -0.36
0.17 0.33 -0.19

Record 3
DFT (wB97M-V/def2-TZVPD) results for one molecule with the formula C12H21NO.

Computed properties:
Frontier orbital gap, Ha: 0.32569
Relative energy (zero: lowest compared OMol25 entry of this formula, charge and spin), kcal/mol: 19.12
Lowest unoccupied orbital energy, eV: 0.70

Each line ends with the natural charge from an NBO analysis.
Cartesian coordinates (Å):
1 C 3.228230 2.923957 2.813842  -0.599
2 C 2.861079 1.479379 2.496378  -0.394
3 C 1.862893 1.394185 1.343574  -0.390
4 C 1.551031 -0.038452 0.911235  -0.395
5 C 0.821558 -0.847006 1.984817  -0.404
6 C 0.257783 -2.166933 1.449121  -0.399
7 H 0.200531 -2.895207 2.260630  0.210
8 H 0.934562 -2.566896 0.692062  0.201
9 C -1.153560 -2.044480 0.858642  -0.197
10 N -1.222596 -1.179858 -0.296541  -0.422
11 C -0.856837 -1.631007 -1.510133  0.117
12 C -0.995266 -0.928096 -2.659632  -0.464
13 C -1.448811 0.436300 -2.664841  0.538
14 O -1.659657 1.098003 -3.664511  -0.567
15 C -1.565216 1.046918 -1.266760  -0.510
16 C -2.025451 0.024822 -0.237534  -0.204
17 H -1.952999 0.449504 0.766791  0.207
18 H -3.079968 -0.232874 -0.426830  0.190
19 H -2.254467 1.890929 -1.294210  0.238
20 H -0.575129 1.432260 -1.005591  0.224
21 H -0.728658 -1.375330 -3.602708  0.232
22 H -0.431311 -2.626393 -1.522547  0.204
23 H -1.828045 -1.649102 1.621488  0.203
24 H -1.506084 -3.048052 0.588815  0.194
25 H 0.009485 -0.249606 2.405476  0.189
26 H 1.517674 -1.066204 2.795907  0.208
27 H 0.940002 -0.004954 0.009184  0.207
28 H 2.483352 -0.547123 0.654282  0.197
29 H 2.273535 1.934086 0.486587  0.202
30 H 0.935654 1.895615 1.633287  0.189
31 H 3.764689 0.926165 2.230132  0.194
32 H 2.436113 1.015329 3.388128  0.193
33 H 2.342229 3.490107 3.093503  0.200
34 H 3.936937 2.967402 3.637594  0.208
35 H 3.679378 3.402846 1.947484  0.201

Forces on atoms 1 to 3 (eV/Å):
0.02 -0.25 0.05
-0.17 0.26 -0.13
0.26 -0.32 0.02

Record 4
DFT (wB97M-V/def2-TZVPD) results for C4H7LuO2 as an isolated structure at a distorted geometry.

Computed properties:
Frontier orbital gap (spin up / spin down), Ha: 0.27284 / 0.25474
Total charge: +1
Spin multiplicity: 2
Relative energy (zero: lowest compared OMol25 entry of this formula, charge and spin), kcal/mol: 0.00
Lowest unoccupied orbital energy (spin up / spin down), eV: -4.17 / -6.06

Each line ends with the natural charge from an NBO analysis.
Cartesian coordinates (Å):
1 O 1.857389 1.238643 -0.679819  -0.588
2 C 2.187032 0.151182 -0.259509  0.444
3 C 1.281950 -0.776521 0.503222  -0.183
4 O 0.059408 -0.222864 0.859906  -0.547
5 C -0.992242 -0.319566 -0.144862  -0.126
6 C -2.066840 0.718031 -0.011253  -1.035
7 Lu -0.970706 2.837046 -0.042714  1.530
8 H 3.180645 -0.269872 -0.522049  0.147
9 H 1.830005 -1.068955 1.416390  0.239
10 H 1.151330 -1.686891 -0.113961  0.217
11 H -1.554831 -1.244424 0.046405  0.203
12 H -0.495090 -0.585320 -1.092428  0.194
13 H -2.780898 0.639455 -0.849959  0.254
14 H -2.687156 0.590054 0.890634  0.250

Forces on atoms 1 to 3 (eV/Å):
-0.36 0.27 0.38
-0.16 -0.12 -0.77
0.25 -0.32 0.14

Record 5
DFT (wB97M-V/def2-TZVPD) results for C5H7AlN3O2S as an isolated structure at a distorted geometry.

Computed properties:
Frontier orbital gap, Ha: 0.29674
Total charge: -1
Lowest unoccupied orbital energy, eV: 2.93

Each line ends with the natural charge from an NBO analysis.
Cartesian coordinates (Å):
1 N 2.873452 -2.052036 1.131217  -0.561
2 C 2.864728 -1.634250 0.049807  0.560
3 O 2.520532 -1.345807 -1.188800  -0.816
4 Al 1.685845 0.369779 -1.280252  1.308
5 C 1.104862 0.912779 0.605311  -1.000
6 C -0.144002 1.883076 0.724396  -0.498
7 S -1.399354 1.739064 -0.661531  0.196
8 C -1.974091 0.020701 -0.427820  0.311
9 N -1.637270 -1.024859 -1.216008  -0.253
10 N -2.268746 -2.071922 -0.619405  -0.288
11 C -2.956956 -1.668362 0.459376  0.231
12 O -2.785554 -0.298970 0.627955  -0.427
13 H 2.818494 1.380496 -1.804147  -0.442
14 H 0.526883 0.217042 -2.346543  -0.409
15 H 0.909666 -0.013072 1.220518  0.229
16 H 1.991572 1.443732 1.066065  0.223
17 H -0.723389 1.549979 1.636159  0.203
18 H 0.121218 2.953433 0.919953  0.224
19 H -3.527890 -2.360805 1.103749  0.210

Forces on atoms 1 to 3 (eV/Å):
0.90 0.18 0.52
-2.08 -0.34 -2.81
1.05 0.42 2.69

Record 6
DFT (wB97M-V/def2-TZVPD) results for one molecule with the formula C20H29ClN2O4S.

Computed properties:
Frontier orbital gap, Ha: 0.34504
Relative energy (zero: lowest compared OMol25 entry of this formula, charge and spin), kcal/mol: 0.00
Lowest unoccupied orbital energy, eV: 0.58

Each line ends with the natural charge from an NBO analysis.
Cartesian coordinates (Å):
1 C -6.249810 -2.662126 1.801561  -0.639
2 C -4.976734 -3.116087 1.095095  -0.063
3 H -4.117939 -3.098520 1.776532  0.171
4 H -5.101324 -4.136973 0.724405  0.200
5 O -4.705998 -2.359230 -0.070419  -0.477
6 C -4.213115 -1.107995 0.028396  0.294
7 C -3.799256 -0.481299 1.202463  -0.257
8 C -3.289829 0.806376 1.170650  -0.180
9 C -3.198219 1.482769 -0.027117  -0.366
10 C -3.598767 0.889301 -1.210339  -0.193
11 C -4.103645 -0.394871 -1.179967  -0.079
12 Cl -4.615813 -1.158176 -2.632328  0.034
13 H -3.533761 1.442099 -2.133051  0.255
14 S -2.456948 3.114049 -0.071176  2.342
15 O -2.935809 3.812039 -1.225505  -0.937
16 O -2.607678 3.722938 1.218721  -0.944
17 N -0.834644 2.833619 -0.293777  -0.672
18 C -0.145598 2.248105 0.829452  -0.246
19 C 1.354291 2.478708 0.666745  -0.388
20 H 1.536164 3.553708 0.620143  0.218
21 H 1.877682 2.072766 1.533132  0.212
22 C 1.851732 1.832703 -0.635102  -0.308
23 C 1.790200 0.308093 -0.537654  0.694
24 O 0.918190 -0.336908 -1.096377  -0.654
25 N 2.728246 -0.320970 0.212148  -0.450
26 C 3.842486 0.282145 0.905123  -0.205
27 H 3.948473 1.316519 0.584006  0.207
28 H 3.641272 0.286978 1.985865  0.192
29 C 5.172924 -0.445091 0.651895  -0.415
30 C 5.323567 -0.965337 -0.779914  -0.405
31 C 4.766361 -2.378943 -0.953144  -0.391
32 H 5.109786 -2.780533 -1.908878  0.210
33 C 3.242197 -2.450786 -0.922843  -0.406
34 H 2.828005 -1.975367 -1.813100  0.217
35 C 2.621294 -1.769023 0.297264  -0.225
36 H 1.556929 -2.017390 0.331188  0.235
37 H 3.094831 -2.103532 1.221066  0.192
38 H 2.935103 -3.497998 -0.933431  0.210
39 H 5.176590 -3.016547 -0.165524  0.190
40 H 4.830157 -0.285985 -1.477325  0.200
41 H 6.385611 -0.985330 -1.033017  0.213
42 H 5.973910 0.262550 0.874129  0.217
43 H 5.285844 -1.280957 1.344095  0.199
44 H 2.888447 2.132983 -0.820300  0.220
45 C 1.010978 2.357148 -1.807733  -0.384
46 C -0.488367 2.217131 -1.555559  -0.255
47 H -1.055151 2.738218 -2.327558  0.231
48 H -0.756106 1.152710 -1.559087  0.218
49 H 1.263530 1.808977 -2.716050  0.226
50 H 1.248847 3.412117 -1.954122  0.210
51 H -0.520617 2.744314 1.725381  0.239
52 H -0.352029 1.168021 0.898547  0.186
53 H -2.982507 1.303869 2.076492  0.240
54 H -3.867470 -0.992113 2.149334  0.217
55 H -7.089894 -2.717392 1.114132  0.220
56 H -6.446732 -3.309114 2.651797  0.218
57 H -6.159867 -1.636383 2.150642  0.213

Forces on atoms 1 to 3 (eV/Å):
0.31 0.01 -0.28
-0.22 -0.19 0.42
-0.03 -0.03 -0.11